1.
Entry from OMol25: a structure of composition C31H26GeN4OReS3Se (ωB97M-V with the def2-TZVPD basis set).

Net charge ... +2
<S²> ... 3.7815
Relative energy (zero: lowest compared OMol25 entry of this formula, charge and spin) ... 0.0 kJ/mol
LUMO (spin up / spin down) ... -0.2666 / -0.2901 Eh
Energy ... -7241.80529 Ha
2S+1 ... 4

```
68
Properties=species:S:1:pos:R:3:forces:R:3:mulliken_charge:R:1
Re -0.895933 -0.192923 -0.706755 0.29 0.08 0.33 0.030
N -2.024012 1.095907 -4.490505 -0.09 0.23 0.08 -0.081
C -2.327477 2.313925 -3.916990 0.03 -0.12 -0.13 -0.634
C -2.026136 2.207865 -2.595054 0.14 -0.07 0.04 -0.554
N -1.535680 0.944360 -2.366771 -0.40 0.41 -0.53 0.277
C -1.558657 0.301496 -3.520109 0.18 -0.36 -0.27 0.361
C -1.123373 -1.083446 -3.481947 -0.23 0.34 -0.05 0.372
N -0.829727 -1.573734 -2.277290 0.38 -0.22 0.13 0.207
C -0.464322 -2.904711 -2.455414 -0.12 0.24 -0.03 0.260
C -0.556720 -3.189723 -3.774543 -0.09 0.19 -0.18 -0.892
N -0.975524 -2.024323 -4.408534 0.11 -0.25 0.13 -0.045
H -2.163944 0.861718 -5.461128 0.02 0.01 0.00 0.189
H -2.722773 3.129685 -4.495324 -0.01 0.02 0.01 0.424
H -2.109257 2.939684 -1.812449 0.01 0.01 0.03 0.543
H -0.186140 -3.537652 -1.631655 0.00 0.01 -0.03 -0.104
H -0.374861 -4.097061 -4.322025 0.01 -0.01 0.00 0.429
H -1.124074 -1.919433 -5.400735 0.00 -0.04 0.00 0.191
Ge 0.008520 -1.458266 1.533779 0.40 0.23 0.45 0.169
C -0.977419 -1.040802 3.087095 -0.16 0.12 0.49 0.930
C -0.376539 -0.111130 3.943409 -0.08 -0.05 0.10 -0.583
C -0.967737 0.204694 5.160426 0.06 0.00 -0.08 -0.643
C -2.155832 -0.405436 5.526139 -0.08 -0.05 0.01 -0.522
C -2.762124 -1.333804 4.682831 0.04 0.04 0.04 -0.706
C -2.180091 -1.647188 3.468965 -0.01 0.05 -0.07 -0.097
C 0.118832 -3.218433 0.834189 0.06 -0.39 -0.24 0.559
C 1.374207 -3.584733 0.327777 -0.11 -0.19 0.06 -0.126
C 1.591057 -4.885074 -0.109852 0.02 0.08 0.00 -0.631
C 0.556257 -5.808814 -0.061951 -0.08 -0.05 0.00 -0.574
C -0.701042 -5.445914 0.419976 0.07 -0.01 -0.04 -0.711
C -0.926468 -4.152423 0.857570 0.10 0.07 -0.09 -0.131
H 1.427999 -0.868124 1.668602 -0.14 0.04 -0.19 -0.222
H 0.563051 0.356948 3.673070 0.00 0.02 -0.02 0.444
H -0.495696 0.917443 5.823491 0.01 0.00 -0.01 0.451
H -2.616071 -0.164453 6.475192 0.00 0.00 0.00 0.412
H -3.683574 -1.814014 4.982919 -0.01 0.00 -0.01 0.441
H -2.673516 -2.361832 2.821405 0.04 -0.03 0.00 0.230
H 2.182312 -2.862924 0.298579 0.02 0.02 0.01 0.334
H 2.564283 -5.178748 -0.480067 0.01 0.00 0.01 0.455
H 0.726768 -6.822758 -0.399314 0.00 -0.01 0.01 0.443
H -1.495768 -6.178621 0.460572 -0.01 0.00 -0.01 0.456
H -1.910161 -3.876449 1.215370 0.02 0.02 0.05 0.228
Se -2.940236 -0.484217 0.176533 0.24 0.13 0.07 -0.101
O -0.029908 1.290478 -0.035366 -0.32 0.15 -0.21 0.202
C 1.115431 2.247861 -0.016255 -0.24 -0.60 0.21 3.375
C 0.916701 3.040537 1.250626 -0.16 -0.25 0.04 -1.340
C -0.091414 2.878643 2.153125 -0.10 0.08 0.14 -0.926
C 0.005858 3.780672 3.252001 0.00 -0.11 -0.15 -0.794
C 1.085817 4.597073 3.146096 0.04 0.03 -0.03 -0.617
S 1.978179 4.294693 1.717850 0.24 0.25 0.11 0.103
C 2.309828 1.324560 0.005679 0.00 0.02 -0.19 -0.171
C 2.562673 0.326861 -0.897168 0.09 -0.21 -0.07 -0.330
C 3.724413 -0.426941 -0.579520 -0.10 0.08 0.09 -1.225
C 4.308315 0.014816 0.572500 0.02 -0.09 -0.12 -0.470
S 3.469461 1.329866 1.248025 0.10 0.08 0.29 0.028
C 1.044357 3.126501 -1.228106 -0.10 0.13 -0.04 -0.156
C 0.443231 4.352061 -1.288944 -0.12 0.08 -0.11 -0.616
C 0.495852 4.938909 -2.583227 0.01 -0.12 0.11 -0.897
C 1.136974 4.138533 -3.478895 0.02 0.06 0.05 -0.456
S 1.713323 2.702228 -2.755502 -0.02 -0.08 -0.18 -0.045
H -0.885891 2.157498 2.034367 0.00 -0.02 0.04 0.717
H -0.699049 3.820266 4.068701 0.00 0.00 0.01 0.477
H 1.407890 5.371338 3.823759 0.01 0.00 -0.01 0.538
H 1.958560 0.137402 -1.780849 0.02 0.02 0.03 0.451
H 4.117522 -1.233709 -1.180669 -0.01 0.00 0.00 0.559
H 5.205980 -0.348869 1.046418 0.01 -0.01 -0.01 0.492
H -0.011315 4.825917 -0.430070 0.00 0.00 -0.02 0.636
H 0.106905 5.917842 -2.820323 -0.01 -0.01 -0.01 0.464
H 1.357905 4.348405 -4.513730 0.01 -0.01 0.00 0.522
```
Positions in Å, forces in eV/Å.

2.
Entry from OMol25: a structure of composition C31H26GeS4SbSiTc in a non-equilibrium geometry (ωB97M-V with the def2-TZVPD basis set).

Relative energy (zero: lowest compared OMol25 entry of this formula, charge and spin) ... 55.3 kJ/mol
LUMO ... -0.0730 Eh
Energy ... -5477.06963 Ha

```
65
Properties=species:S:1:pos:R:3:forces:R:3:mulliken_charge:R:1
Tc -0.438918 -0.726653 0.889598 1.27 0.99 0.47 -1.229
S -2.784434 -3.928476 0.172708 0.07 0.06 0.05 -0.485
Sb -3.152815 -1.820425 0.747881 -0.70 -0.26 -0.10 0.771
S -1.762096 -0.346058 -0.826461 -0.11 0.01 0.20 -0.389
S -1.457099 -1.223909 2.716731 0.03 0.23 -0.28 -0.377
S -4.963096 -0.697864 1.369009 0.11 0.01 -0.07 -0.517
C 5.727682 -0.876787 0.489848 -0.07 -0.01 -0.05 -0.364
C 4.755643 -0.304799 -0.325132 0.07 -0.21 -0.13 -0.473
C 3.437431 -0.731468 -0.233827 0.08 -0.24 -0.07 -0.295
C 3.068233 -1.751742 0.652376 0.28 0.20 -0.05 0.570
C 4.058563 -2.314664 1.461960 0.07 0.11 -0.02 -0.657
C 5.377559 -1.875288 1.388148 -0.08 0.00 0.01 -0.595
Si 1.343393 -2.448817 0.685036 0.11 -0.13 -0.07 0.663
C 1.003997 -3.416118 -0.864407 -0.06 -0.08 -0.19 0.452
C 0.755385 -4.786188 -0.774683 -0.04 -0.04 -0.08 -0.410
C 0.525457 -5.542485 -1.918277 0.00 0.04 0.02 -0.543
C 0.539143 -4.934974 -3.165808 0.00 0.02 0.03 -0.427
C 0.782239 -3.569521 -3.271701 0.00 -0.01 0.07 -0.763
C 1.010743 -2.819346 -2.128067 0.00 -0.08 -0.06 0.050
H 6.757255 -0.544666 0.422299 -0.04 -0.01 0.00 0.486
H 5.027627 0.474749 -1.029833 -0.03 -0.04 0.07 0.352
H 2.685055 -0.263638 -0.864140 0.05 -0.02 0.03 0.109
H 3.798931 -3.105525 2.159415 0.02 0.04 -0.04 0.346
H 6.132272 -2.317506 2.028086 -0.04 0.01 -0.03 0.411
H 1.273651 -3.394549 1.816082 -0.04 0.01 0.11 -0.270
H 0.725562 -5.267584 0.197595 0.00 0.02 -0.06 0.316
H 0.323825 -6.603671 -1.833217 0.02 0.04 0.00 0.384
H 0.355268 -5.523276 -4.057129 0.00 0.03 0.04 0.382
H 0.785457 -3.091664 -4.244043 0.01 -0.02 0.03 0.382
H 1.187498 -1.752478 -2.227514 -0.01 -0.03 0.00 0.186
C 0.622700 0.575128 1.166825 -0.86 -0.96 -0.15 1.422
Ge 0.960589 2.317782 2.044190 -0.16 -0.18 0.24 1.800
C 0.185761 1.952276 3.786339 -0.05 -0.11 0.11 0.657
C -0.930886 2.580599 4.334894 0.04 -0.07 0.06 -0.394
C -1.426827 2.185977 5.574331 0.02 0.02 -0.09 -0.749
C -0.810189 1.162941 6.276875 0.07 -0.04 -0.02 -0.477
C 0.306846 0.529002 5.742786 0.01 0.05 -0.07 -0.623
C 0.799670 0.918729 4.503681 -0.19 0.06 0.13 -0.571
C 2.812084 2.761575 2.271661 0.31 0.01 -0.01 -0.290
C 3.073866 3.901015 3.034361 0.24 0.00 -0.03 -0.496
C 4.384583 4.294558 3.272169 -0.02 -0.04 -0.03 -0.709
C 5.439597 3.550878 2.751547 -0.06 0.02 0.02 -0.569
C 5.183701 2.417288 1.992628 -0.03 0.05 0.02 -0.229
C 3.871992 2.023349 1.752655 -0.03 0.09 0.13 0.085
C 0.085490 3.582054 0.897651 -0.26 0.27 -0.07 0.483
C -1.231110 4.004051 1.099141 0.05 0.01 -0.24 -0.249
C -1.809156 4.931649 0.239468 0.07 -0.07 0.03 -0.786
C -1.080041 5.433341 -0.830174 0.05 -0.02 0.02 -0.457
C 0.225652 5.007968 -1.045755 -0.02 -0.04 0.03 -0.685
C 0.808312 4.088470 -0.182873 -0.13 0.13 -0.03 -0.433
H -1.427916 3.383381 3.805879 0.05 -0.02 0.09 0.237
H -2.304530 2.673085 5.981911 0.05 0.00 -0.01 0.396
H -1.200105 0.855506 7.239725 0.02 0.00 -0.04 0.397
H 0.791288 -0.271491 6.289060 -0.02 0.02 -0.02 0.397
H 1.663064 0.403372 4.091697 -0.01 0.04 0.01 0.395
H 2.257533 4.485410 3.448250 0.03 -0.01 0.00 0.396
H 4.584435 5.177524 3.867033 0.00 -0.02 -0.02 0.396
H 6.462056 3.853944 2.944720 -0.05 0.00 -0.01 0.381
H 6.004510 1.834767 1.590333 -0.05 0.01 0.02 0.364
H 3.682435 1.131433 1.169855 -0.02 0.16 0.16 0.015
H -1.821952 3.596908 1.909688 0.01 0.02 -0.10 0.263
H -2.829612 5.255818 0.402404 0.03 -0.01 -0.01 0.397
H -1.530467 6.156574 -1.499102 0.01 -0.03 0.01 0.391
H 0.790758 5.393798 -1.885116 -0.01 0.00 0.02 0.399
H 1.832841 3.770899 -0.351672 -0.03 0.03 0.02 0.378
```
Positions in Å, forces in eV/Å.

3.
Entry from OMol25: a structure of composition C31H27BCl2NNiO4Si (ωB97M-V with the def2-TZVPD basis set).

Net charge ... -1
LUMO ... 0.0909 Eh
Energy ... -4296.55450 Ha

```
68
Properties=species:S:1:pos:R:3:forces:R:3:mulliken_charge:R:1
Ni 1.048748 -1.603860 0.590562 0.09 0.24 0.55 0.270
Cl 2.041814 -4.543607 4.412687 0.01 0.00 0.00 -0.243
C 3.133037 -3.742181 3.325290 0.00 -0.01 -0.01 0.326
C 4.511354 -3.831995 3.563643 -0.01 -0.01 -0.01 -0.680
C 5.422999 -3.229551 2.740736 0.01 -0.01 0.02 0.690
Cl 7.131625 -3.385390 3.076634 -0.01 0.01 0.00 -0.296
C 4.990247 -2.488874 1.617843 -0.01 0.01 -0.02 0.143
C 5.815693 -1.829575 0.679671 0.00 -0.02 -0.02 -0.706
C 5.250575 -1.158815 -0.370802 0.03 -0.01 -0.01 -0.908
C 3.849399 -1.118865 -0.496969 0.05 0.07 0.09 -0.136
N 3.068812 -1.714152 0.367793 0.02 0.16 0.03 -0.149
C 3.601757 -2.397570 1.405960 -0.07 -0.15 -0.08 0.428
C 2.610304 -3.032582 2.243606 -0.03 0.02 0.03 0.277
O 1.364513 -2.907601 1.961551 0.08 -0.15 -0.20 -0.667
H 4.852777 -4.398474 4.419658 0.00 0.00 0.00 0.432
H 6.890194 -1.867624 0.800950 0.00 0.00 0.00 0.395
H 5.866761 -0.647778 -1.098346 0.00 -0.01 -0.01 0.399
H 3.354036 -0.572434 -1.290560 -0.02 0.02 0.03 0.358
O -1.628367 -1.847226 1.934170 0.01 0.03 0.01 -0.622
B -0.850022 -1.700951 0.762870 -0.13 0.11 -0.01 0.480
O -1.745476 -1.537299 -0.329141 0.01 -0.04 0.02 -0.439
C -3.003400 -1.527363 0.187904 0.02 -0.01 0.00 0.653
C -4.202040 -1.348877 -0.463459 -0.01 -0.01 -0.01 -0.706
C -5.355093 -1.356467 0.323997 0.01 0.00 0.00 -0.684
C -5.285968 -1.540954 1.700220 0.01 0.01 0.00 -0.463
C -4.062190 -1.725183 2.347692 -0.01 0.03 0.02 -0.904
C -2.931639 -1.709977 1.563408 0.02 -0.03 -0.01 0.662
H -4.234106 -1.193206 -1.534322 0.00 0.00 0.00 0.541
H -6.320122 -1.211379 -0.145679 0.00 0.00 0.00 0.367
H -6.198873 -1.538659 2.282874 0.00 0.00 0.00 0.370
H -3.995164 -1.858676 3.419237 0.00 -0.01 0.00 0.466
C 0.125297 3.951334 -1.452241 0.01 -0.01 0.00 -1.771
C 0.987259 2.756555 -1.039540 0.00 0.01 0.00 2.021
C 1.710186 3.095412 0.269017 -0.01 0.01 -0.01 -1.732
C 2.035852 2.488810 -2.124486 -0.02 0.01 0.01 -1.699
Si -0.024680 1.156819 -0.773458 0.06 0.02 0.02 -0.789
O 0.998570 0.059806 -0.218805 -0.07 -0.22 -0.47 -0.069
C -1.397304 1.525365 0.474941 -0.02 -0.03 0.02 0.784
C -2.740487 1.733842 0.154851 0.02 0.06 0.01 -0.211
C -3.692912 1.977576 1.136560 0.00 -0.02 -0.01 -0.649
C -3.320127 2.008202 2.471839 0.00 0.00 0.01 -0.558
C -1.994753 1.783390 2.818916 -0.01 0.00 0.00 -0.800
C -1.050212 1.544091 1.830895 -0.01 -0.05 -0.01 0.025
C -0.786486 0.669695 -2.438956 -0.02 -0.04 0.02 1.254
C -0.417981 -0.560182 -2.991758 0.01 0.02 0.00 -0.253
C -0.927433 -0.991688 -4.208462 0.00 0.01 0.01 -0.701
C -1.828226 -0.198384 -4.906656 0.00 -0.01 0.00 -0.536
C -2.212359 1.025762 -4.378873 0.00 0.00 0.01 -0.949
C -1.693814 1.450047 -3.160892 0.02 0.00 -0.01 -0.428
H 0.741154 4.857986 -1.514519 0.00 0.00 0.00 0.491
H -0.673372 4.140682 -0.729507 0.00 0.00 -0.01 0.300
H -0.329065 3.801346 -2.433914 0.00 0.00 0.00 0.309
H 2.383277 3.949664 0.117988 0.00 0.00 0.00 0.525
H 2.302021 2.248214 0.621930 0.00 0.00 0.00 0.137
H 1.002836 3.368091 1.056497 0.01 -0.01 0.00 0.347
H 2.668104 3.373972 -2.273127 0.00 0.00 0.00 0.518
H 1.569709 2.243725 -3.082681 0.01 -0.01 0.00 0.293
H 2.682544 1.655466 -1.839733 0.00 0.01 -0.01 0.147
H -3.061747 1.678601 -0.878853 0.00 0.00 0.00 0.176
H -4.731450 2.113617 0.859044 0.00 0.00 0.00 0.400
H -4.063606 2.182082 3.240765 0.00 0.00 0.00 0.360
H -1.699825 1.773329 3.861504 0.00 0.00 0.00 0.375
H -0.026939 1.324966 2.117038 0.00 0.01 0.00 0.364
H 0.267295 -1.192559 -2.438445 -0.01 0.00 0.00 0.225
H -0.629806 -1.954122 -4.608070 0.00 0.00 0.00 0.396
H -2.232463 -0.534892 -5.854125 0.00 0.00 0.00 0.363
H -2.917933 1.650834 -4.914046 0.00 0.00 0.00 0.385
H -2.013316 2.409686 -2.770305 -0.01 0.00 0.00 0.299
```
Positions in Å, forces in eV/Å.